[1]
Molecular formula: C28H67NO8
Method: DFT, ωB97M-V/def2-TZVPD

The geometry in XYZ format:
```
104
C28H67NO8 (ωB97M-V/def2-TZVPD)
C 4.7680 -0.4046 1.4068
O 3.6162 -1.1789 1.1155
C 3.5322 -1.7027 -0.2008
C 3.1213 -0.6703 -1.2522
N 4.1281 0.3851 -1.4556
C 2.5418 -2.8892 -0.1707
C 1.4045 -2.7872 0.8476
C 0.3181 -1.7454 0.5164
C 0.4531 -0.4895 1.3688
O -0.5190 0.5069 0.9385
C 0.0000 1.3809 0.0579
O -0.2067 1.3328 -1.1293
H 4.9748 -0.4988 2.4752
H 4.5820 0.6547 1.2022
H 5.6360 -0.7316 0.8298
H 4.5155 -2.0887 -0.5068
H 2.1297 -0.2657 -1.0189
H 3.0238 -1.2143 -2.1975
H 4.0251 1.0959 -0.7396
H 3.9277 0.8597 -2.3285
H 3.0992 -3.8130 0.0104
H 2.1002 -2.9889 -1.1692
H 0.9275 -3.7705 0.9076
H 1.8050 -2.5846 1.8434
H 0.3228 -1.4692 -0.5412
H -0.6631 -2.1583 0.7541
H 0.1837 -0.7057 2.4039
H 1.4706 -0.0893 1.3442
H 0.6103 2.1870 0.4907
C -5.2631 4.5548 -1.4291
C -5.9148 3.5438 -0.5011
O -5.7951 2.2010 -0.9319
C -4.4710 1.7064 -1.0653
C -3.6668 1.7277 0.2211
H -5.6652 4.4614 -2.4386
H -5.4572 5.5661 -1.0698
H -4.1816 4.4251 -1.4827
H -6.9887 3.7279 -0.4557
H -5.5294 3.6585 0.5188
H -3.9375 2.2395 -1.8596
H -4.5923 0.6770 -1.4039
H -3.5034 2.7433 0.5878
H -2.6881 1.2807 0.0665
H -4.1849 1.1693 1.0032
C 4.0918 4.2773 3.1349
C 4.9910 3.2461 2.4754
O 5.0111 3.3084 1.0599
C 5.4773 4.5214 0.4938
C 6.9069 4.8701 0.8686
H 3.0740 4.2005 2.7497
H 4.0684 4.1124 4.2124
H 4.4406 5.2965 2.9644
H 4.6195 2.2457 2.6984
H 6.0062 3.3046 2.8832
H 4.8020 5.3474 0.7443
H 5.4074 4.3700 -0.5834
H 7.0182 5.0592 1.9369
H 7.2167 5.7725 0.3407
H 7.5825 4.0590 0.5948
C 6.5725 -1.7052 -2.9543
C 7.5993 -0.8690 -2.2153
O 8.8170 -1.5432 -1.9433
C 9.5351 -2.0057 -3.0708
C 9.9592 -0.9085 -4.0325
H 6.3598 -2.6239 -2.4037
H 5.6507 -1.1353 -3.0491
H 6.9045 -1.9856 -3.9558
H 7.2031 -0.5920 -1.2389
H 7.7873 0.0673 -2.7535
H 8.9658 -2.7780 -3.6014
H 10.4196 -2.4918 -2.6582
H 9.1040 -0.4133 -4.4938
H 10.5662 -1.3325 -4.8333
H 10.5496 -0.1524 -3.5132
C -3.6530 -1.7689 2.2788
C -3.6352 -2.4289 0.9102
O -3.3935 -3.8251 0.9390
C -4.3654 -4.5861 1.6403
C -5.7703 -4.3968 1.0973
H -2.7136 -1.9530 2.8036
H -3.7829 -0.6918 2.1680
H -4.4659 -2.1385 2.9052
H -2.8236 -2.0036 0.3189
H -4.5621 -2.2133 0.3676
H -4.3353 -4.3544 2.7113
H -4.0529 -5.6246 1.5314
H -6.1057 -3.3655 1.2081
H -6.4807 -5.0303 1.6294
H -5.8103 -4.6472 0.0367
C -7.2962 -0.0464 0.4302
C -8.0128 -0.7248 -0.7247
O -8.6891 -1.9204 -0.3726
C -9.7183 -1.7993 0.5898
C -10.8606 -0.8911 0.1673
H -6.5951 -0.7381 0.9031
H -6.7366 0.8152 0.0624
H -7.9899 0.3057 1.1957
H -7.2824 -1.0318 -1.4735
H -8.6958 -0.0238 -1.2176
H -9.3094 -1.4741 1.5540
H -10.0900 -2.8147 0.7292
H -10.5387 0.1437 0.0441
H -11.6442 -0.9046 0.9258
H -11.2872 -1.2286 -0.7781
```

The molar mass comes out at 545.843 g/mol. The multiplicity is 1. The SMILES is CO[C@H](CN)CCCCOC=O.CCOCC.CCOCC.CCOCC.CCOCC.CCOCC. The value obtained for the LUMO energy is 0.0226 Ha. Its HOMO energy is -9.345 eV.

***

[2]
Molecular formula: C44H38B2F19N9O5PTi
Method: DFT, ωB97M-V/def2-TZVPD

The geometry in XYZ format:
```
119
C44H38B2F19N9O5PTi (ωB97M-V/def2-TZVPD)
Ti -1.5130 4.0782 0.2144
C 2.5220 2.2465 1.2483
C 1.1617 2.8739 1.1376
N 0.6365 3.4161 0.1264
O 1.4285 3.7998 -0.9088
B 0.6812 4.9013 -1.7038
F -0.0539 5.6611 -0.7106
F 1.5768 5.5412 -2.4207
O -0.2963 4.2977 -2.6140
N -1.1482 3.5615 -1.9000
C -1.7573 2.6143 -2.5102
C -1.6199 2.3126 -3.9890
C -2.6049 1.8003 -1.6091
N -2.5077 2.1909 -0.3719
O -3.2194 1.4959 0.5729
B -3.3271 2.2367 1.8424
F -4.1997 1.5932 2.6526
F -3.4648 3.6182 1.4326
O -2.0471 2.2016 2.6088
N -1.0298 2.8017 1.8792
C 0.1642 2.5472 2.2250
C 0.5735 2.0640 3.5643
C -3.4438 0.6738 -2.0005
H 2.3862 1.1898 1.4727
H 3.0929 2.6411 2.0474
H 3.0273 2.4167 0.2775
H -2.3977 1.6050 -4.2842
H -0.5673 2.0131 -4.1891
H -1.7204 3.1978 -4.5614
H -0.2354 2.0390 4.2760
H 1.4258 2.5779 3.9535
H 1.0059 1.0751 3.4942
H -3.9100 0.2271 -1.1474
H -2.8252 -0.0456 -2.5496
H -4.2710 0.8991 -2.6920
C 2.2841 -0.4866 -1.4841
C 2.7778 -0.8537 -0.1418
N 2.0026 -1.3314 0.8182
C 2.8477 -1.4578 1.9093
C 4.0953 -1.0198 1.6372
N 4.0312 -0.6592 0.2693
C 5.0072 0.0299 -0.5129
N 6.2300 -0.7582 -0.6093
N 7.0205 -0.7807 0.5022
N 8.1145 -1.4419 0.2636
C 8.0832 -1.7476 -1.0981
C 9.0776 -2.2953 -1.9458
C 8.8397 -2.3392 -3.3014
C 7.6155 -1.9792 -3.8410
C 6.6330 -1.4499 -3.0262
C 6.9202 -1.2842 -1.6662
H 1.2792 -0.9146 -1.6020
H 3.0030 -0.8277 -2.2886
H 2.1303 0.5738 -1.6440
H 2.4447 -1.7587 2.8913
H 5.0369 -0.9269 2.1634
H 5.3284 0.9990 -0.1488
H 4.6379 0.1039 -1.4998
H 9.9912 -2.7626 -1.5936
H 9.5637 -2.7820 -3.9716
H 7.4056 -2.0314 -4.8854
H 5.6305 -1.2134 -3.3807
C -3.8400 6.6437 2.2150
C -3.1922 6.6980 0.8228
O -2.1800 5.7488 0.7097
C -2.5971 8.1172 0.6312
F -2.1243 8.3159 -0.6078
F -1.5829 8.3104 1.5163
F -3.4894 9.1252 0.8298
C -4.2851 6.4324 -0.3147
F -4.8058 7.5616 -0.8778
F -3.6905 5.7418 -1.3245
F -5.3342 5.7451 0.1156
H -3.0769 7.0626 2.8812
H -4.0987 5.6186 2.4116
H -4.7805 7.2184 2.3204
F 2.7023 -2.4632 -4.3740
C 2.3213 -3.7312 -4.1152
F 1.7477 -4.3061 -5.2055
F 3.4092 -4.4530 -3.8382
C 1.3488 -3.7142 -2.9558
C 1.5982 -4.3333 -1.7480
C 0.6627 -4.1930 -0.6751
C -0.4901 -3.5261 -0.8746
C -0.7696 -2.9454 -2.1230
C 0.1627 -3.0396 -3.1520
P -1.5257 -3.0301 0.4882
C -1.0968 -3.5112 2.1141
C -1.9492 -3.9487 3.1189
C -1.5127 -4.2363 4.4113
C -0.2009 -4.0523 4.6634
C 0.7110 -3.7267 3.6889
C 0.2679 -3.3867 2.4277
C 0.2529 -4.2009 6.1214
F -0.3524 -5.2414 6.6420
F -0.1406 -3.1007 6.7753
F 1.5636 -4.2991 6.2585
C -3.2682 -3.0665 0.0599
C -4.1544 -2.3479 0.8744
C -5.5040 -2.5161 0.8655
C -6.0581 -3.4014 -0.0607
C -5.2113 -4.1379 -0.9115
C -3.8357 -3.9947 -0.8454
C -7.5482 -3.4150 -0.3408
F -7.8177 -2.7219 -1.4649
F -8.0064 -4.6728 -0.5059
F -8.2045 -2.8798 0.6748
H 2.3900 -5.0199 -1.6133
H 0.9345 -4.6351 0.2589
H -1.6607 -2.3571 -2.2069
H -0.0508 -2.5276 -4.1228
H -3.0121 -3.9623 2.8730
H -2.1950 -4.4069 5.2358
H 1.7764 -3.6476 3.9138
H 0.9957 -3.1043 1.6661
H -3.7610 -1.6812 1.5874
H -6.1214 -1.9158 1.5070
H -5.6638 -4.8624 -1.5917
H -3.2100 -4.5945 -1.5070
```

The molar mass comes out at 1234.273 g/mol. The multiplicity is 3. The value obtained for the LUMO energy (spin up / spin down) is -0.1244 / -0.2275 Ha. Its HOMO energy (spin up / spin down) is -10.918 / -11.055 eV. The charge is +1.

***

[3]
Molecular formula: C32H44BaN7O7S
Method: DFT, ωB97M-V/def2-TZVPD

The geometry in XYZ format:
```
92
C32H44BaN7O7S (ωB97M-V/def2-TZVPD)
Ba 0.1345 -0.6812 2.1658
C -3.1845 0.1772 4.5244
O -2.2050 -0.6870 3.8898
C -2.1956 -2.0390 4.2644
C -2.0030 -2.5872 5.5712
C -2.0344 -3.9805 5.8006
C -2.2019 -4.9001 4.7654
C -2.2998 -4.3322 3.5026
C -2.2498 -2.9597 3.2201
N -2.2118 -2.4890 1.8546
N -2.6821 -3.3609 1.0409
C -1.7804 -3.7869 0.0890
C -0.7024 -2.9170 -0.4426
O -0.6924 -1.7188 -0.0550
C 0.1756 -3.5832 -1.3207
C 0.0496 -4.8996 -1.6578
C -1.0985 -5.6476 -1.3755
C -1.3524 -6.8551 -1.9532
C -2.5526 -7.5084 -1.8217
C -3.5408 -6.9301 -1.0056
C -3.2884 -5.7748 -0.2849
C -2.0536 -5.0829 -0.4588
H -3.2334 -0.1157 5.6073
H -4.1766 -0.0496 4.1571
H -2.7738 1.2244 4.3808
H -1.7890 -1.8277 6.3439
H -1.7695 -4.3708 6.8085
H -1.9046 -5.9316 4.9810
H -2.4241 -4.9480 2.5878
H 1.0029 -3.1081 -1.8158
H 0.9753 -5.4484 -2.0443
H -0.5521 -7.3825 -2.5001
H -2.8125 -8.3892 -2.3618
H -4.4692 -7.4202 -0.8537
H -3.9894 -5.4623 0.5017
N -2.9668 4.5026 1.2623
C -1.6418 3.8053 1.2577
C -1.6442 2.7727 2.3226
O -1.1465 1.6198 2.0685
N -2.2013 3.0774 3.4815
C -1.8974 4.2010 3.9761
C -5.0259 10.7404 -1.2540
O -5.9551 10.4623 -0.5632
O -4.0846 10.8871 -2.0177
H -3.6787 3.7824 1.3464
H -3.2042 5.0706 0.4662
H -0.8485 4.5991 1.4237
H -1.3800 3.2912 0.3011
H -1.8257 5.1243 3.4153
H -1.6533 4.3297 5.0016
C 4.7643 -1.1997 -3.9108
C 3.5487 -0.3405 -4.2613
C 2.2396 -1.0701 -3.8866
C 0.9880 -0.3159 -3.9581
N 0.9623 1.1189 -3.7588
C 1.0527 1.7279 -2.5270
S 1.3135 0.9216 -1.0504
N 0.8484 3.0283 -2.5731
C 0.7551 3.9428 -3.7510
C 2.0134 4.7210 -3.9982
C 1.8190 6.1946 -3.5802
C 1.2254 6.3551 -2.1253
H 5.7087 -0.7996 -4.4222
H 4.7294 -2.2421 -4.2946
H 5.0344 -1.2749 -2.8392
H 3.5844 -0.1976 -5.3221
H 3.5082 0.6350 -3.6546
H 2.3589 -1.4906 -2.8624
H 2.1902 -1.9472 -4.5273
H 0.3252 -0.6007 -3.1376
H 0.4246 -0.4732 -4.8669
H 1.2915 1.6420 -4.5306
H 0.9324 3.4883 -1.6475
H -0.0839 4.6159 -3.6314
H 0.4826 3.3340 -4.6493
H 2.3276 4.6249 -5.0679
H 2.7548 4.2628 -3.2962
H 1.1421 6.6422 -4.2967
H 2.7589 6.8250 -3.6646
H 0.1801 5.9908 -2.0843
H 1.0911 7.4153 -1.9189
H 1.7252 5.8595 -1.2673
N 5.2474 -1.0760 3.9634
C 4.5531 -2.0404 3.1188
C 3.3443 -1.3174 2.5440
O 2.8354 -0.3175 3.3196
O 2.8171 -1.4985 1.4233
H 5.4931 -1.3834 4.9105
H 3.5151 0.0598 3.9021
H 6.1334 -0.8154 3.5241
H 4.0215 -2.8653 3.7211
H 5.0823 -2.6319 2.3415
```

The molar mass comes out at 808.141 g/mol. The multiplicity is 1. The value obtained for the LUMO energy (spin up / spin down) is 0.0462 / 0.0456 Ha. Its HOMO energy (spin up / spin down) is -2.328 / -1.620 eV. The charge is -1.

***

Looking at max |F| for the records above, in order, we have 1.3 3.2 5.4 eV Å⁻¹.